Below is CH4N2O as an isolated structure in a non-equilibrium geometry, with properties calculated with the ωB97M-V functional and the def2-TZVPD basis.

* charge: 0
* strongest force on any atom: 5.567 eV/Å
* Kohn-Sham gap: 10.345 eV
* multiplicity: 1
* energy above the lowest of the compared OMol25 structures with the same formula, charge and spin: 4.253 eV

Geometry (Å):
C 0.43734 0.97634 0.29929
H -0.78257 -1.85138 0.63425
H -1.57858 -0.19106 -0.43608
H 1.26499 -0.50817 -1.04165
H 1.48392 1.43598 0.32991
N -0.72350 -1.00786 -0.35853
N 0.49245 -0.35669 -0.04733
O -0.59405 1.50286 0.62014